Record 1
ORCA calculation (ωB97M-V/def2-TZVPD) on an isolated ion of composition C28H42Cl2N4O2 and charge +2.

Results
**Total charge**: +2
**LUMO**: -0.15738 Ha
**Orbital gap**: 9.402 eV
**2S+1**: 1
**HOMO energy**: -13.684 eV
**Molecular weight**: 537.6 g/mol

The geometry in XYZ format:
```
78
Properties=species:S:1:pos:R:3:forces:R:3
C 5.445 -1.690 2.622 -0.1 0.1 -0.2
C 5.831 -0.703 1.533 0.4 -0.1 0.8
N 4.982 -0.662 0.298 0.1 0.0 0.1
C 5.199 -1.913 -0.489 0.0 -0.7 -0.5
C 4.428 -2.019 -1.798 0.0 0.1 0.1
C 3.544 -0.423 0.613 -0.8 0.0 0.1
C 2.673 -1.616 1.058 0.2 -0.1 -0.3
N 1.282 -1.226 0.992 -0.1 0.2 0.3
C 0.620 -1.177 -0.172 0.3 0.0 0.1
O 1.118 -1.388 -1.263 0.0 0.0 -0.1
C -0.857 -0.821 -0.008 -0.3 0.0 -0.2
O -1.355 -0.602 1.082 0.0 0.1 0.1
N -1.512 -0.796 -1.175 0.1 -0.2 -0.3
C -2.901 -0.399 -1.272 -0.2 0.2 0.4
C -3.804 -1.461 -0.605 0.7 -0.3 -0.4
N -5.032 -0.952 0.066 0.0 -0.1 0.0
C -4.638 0.088 1.085 0.2 0.6 0.7
C -5.567 0.280 2.276 -0.1 -0.1 -0.1
C -5.692 -2.096 0.770 -0.4 -0.7 0.3
C -5.974 -3.343 -0.056 0.1 0.2 0.0
C -5.928 -0.369 -0.990 -0.6 0.3 -0.4
C -7.145 0.363 -0.494 0.1 0.1 -0.1
C -8.322 -0.322 -0.198 0.0 0.1 0.0
C -9.456 0.349 0.223 0.0 -0.1 0.0
C -9.440 1.728 0.336 0.1 0.0 0.0
C -8.295 2.435 0.013 0.0 0.1 0.0
C -7.161 1.756 -0.402 -0.2 -0.1 0.0
Cl -5.765 2.699 -0.842 0.0 0.2 0.0
C 5.428 0.541 -0.504 0.4 0.6 -0.5
C 6.915 0.680 -0.702 -0.1 0.0 0.1
C 7.570 0.013 -1.735 0.1 0.1 0.0
C 8.929 0.168 -1.943 0.0 -0.1 0.0
C 9.661 1.013 -1.126 -0.1 0.0 0.0
C 9.028 1.712 -0.114 0.0 0.0 0.1
C 7.668 1.548 0.093 0.1 -0.1 -0.1
Cl 6.919 2.489 1.350 0.1 0.1 0.0
H 5.304 -2.702 2.254 0.0 -0.1 0.0
H 6.268 -1.720 3.334 0.0 0.0 0.0
H 4.565 -1.372 3.172 -0.1 0.0 0.1
H 5.831 0.303 1.957 0.0 -0.1 -0.2
H 6.847 -0.921 1.202 -0.1 0.1 -0.1
H 4.944 -2.755 0.154 0.1 0.1 0.0
H 6.269 -1.969 -0.697 -0.1 0.0 0.2
H 3.357 -1.873 -1.687 -0.1 0.0 0.0
H 4.791 -1.325 -2.550 0.0 0.1 -0.1
H 4.582 -3.021 -2.190 0.0 -0.1 0.0
H 3.076 -0.032 -0.293 0.2 0.0 0.1
H 3.501 0.353 1.381 0.1 0.0 -0.1
H 2.798 -2.458 0.372 0.1 0.0 0.1
H 2.888 -1.941 2.072 0.0 0.0 -0.1
H 0.760 -1.003 1.830 0.0 0.0 -0.1
H -0.975 -1.010 -2.006 0.0 0.0 0.1
H -3.005 0.565 -0.768 -0.1 0.0 -0.1
H -3.143 -0.277 -2.326 0.0 0.1 0.1
H -3.212 -1.971 0.158 -0.2 0.0 0.0
H -4.103 -2.191 -1.357 -0.1 0.0 0.1
H -4.571 1.041 0.562 0.1 -0.2 0.0
H -3.647 -0.182 1.461 -0.1 0.0 -0.2
H -6.588 0.497 1.979 -0.1 0.0 0.1
H -5.562 -0.563 2.959 0.0 -0.1 0.1
H -5.199 1.142 2.827 0.1 0.1 0.0
H -5.043 -2.372 1.604 0.0 0.2 0.0
H -6.631 -1.717 1.172 0.2 0.1 0.1
H -5.070 -3.875 -0.338 0.0 0.0 0.0
H -6.559 -3.139 -0.948 -0.1 0.0 -0.1
H -6.560 -4.017 0.564 0.0 0.0 0.1
H -5.330 0.333 -1.571 0.1 -0.2 0.0
H -6.241 -1.186 -1.641 0.2 0.0 0.1
H -8.361 -1.394 -0.318 0.0 -0.2 0.0
H -10.354 -0.204 0.448 -0.1 -0.1 0.0
H -10.321 2.259 0.658 -0.1 0.1 0.0
H -8.284 3.511 0.074 0.0 0.1 0.0
H 4.935 0.487 -1.474 -0.1 0.0 0.2
H 5.077 1.430 0.023 -0.2 -0.2 0.0
H 7.010 -0.619 -2.407 -0.1 -0.1 -0.1
H 9.412 -0.360 -2.750 0.0 -0.1 -0.1
H 10.719 1.143 -1.284 0.1 0.0 0.0
H 9.587 2.391 0.511 0.0 0.1 0.1
```
Positions in Å, forces in eV/Å.


Record 2
ORCA calculation (ωB97M-V/def2-TZVPD) on C28H42F2O8S4 as an isolated structure in a non-equilibrium geometry.

Results
**Total charge**: 0
**LUMO**: 0.00399 Ha
**Orbital gap**: 9.002 eV
**2S+1**: 1
**HOMO energy**: -8.893 eV
**Molecular weight**: 672.9 g/mol

The geometry in XYZ format:
```
84
Properties=species:S:1:pos:R:3:forces:R:3
F 3.162 -3.608 0.089 -1.9 1.5 -0.8
C 2.084 -2.729 -0.205 -0.6 -0.7 0.6
C 0.747 -3.377 -0.319 3.5 8.3 -0.1
C -0.302 -2.468 -0.487 0.7 -0.1 -0.4
C -0.112 -1.118 -0.732 5.6 -4.5 2.0
C 1.186 -0.640 -0.594 -1.0 3.3 -1.8
C 2.340 -1.295 -0.290 1.4 -4.0 -0.3
H 0.762 -4.341 -0.237 -0.5 -5.5 0.6
H -1.319 -2.694 -0.481 -1.5 -1.4 0.0
H -0.874 -0.521 -0.784 -4.2 3.4 -0.8
H 1.191 0.394 -0.971 0.8 0.0 0.7
H 3.443 -0.928 -0.325 -2.4 -0.4 0.2
F -3.617 -3.307 4.481 1.5 -1.5 5.2
C -3.759 -2.871 3.331 -0.7 3.3 -6.3
C -4.888 -3.331 2.633 0.0 -2.5 1.3
C -5.115 -2.952 1.339 4.1 2.1 1.8
C -4.275 -2.021 0.744 -1.8 2.1 -3.1
C -3.260 -1.407 1.431 -0.3 0.1 0.4
C -2.946 -1.837 2.709 -1.2 -1.3 0.6
H -5.488 -4.223 3.107 1.1 2.1 -0.8
H -5.901 -3.248 0.844 -4.1 -1.9 -2.6
H -4.595 -1.514 -0.289 0.8 -1.6 2.3
H -2.836 -0.467 1.059 0.2 -0.7 -0.1
H -2.127 -1.286 3.103 0.5 -0.2 1.3
C -1.282 2.993 3.046 -1.5 3.7 -1.6
C -0.657 1.723 2.530 -3.1 -2.4 -2.4
C 0.782 1.871 2.650 0.9 -2.3 1.4
S 0.801 2.586 4.250 2.3 -2.0 4.9
O 1.750 3.619 4.274 1.9 2.8 -0.7
O 1.016 1.599 5.314 -0.8 0.1 -1.7
C -0.799 3.273 4.463 -2.4 -6.4 0.4
H -2.502 3.013 3.016 3.2 0.4 -0.6
H -0.585 3.841 2.587 -2.6 -0.8 -0.5
H -0.883 1.323 1.344 -0.1 1.2 3.6
H -1.049 1.089 3.344 0.2 -1.3 -1.0
H 1.090 2.595 1.951 1.1 0.7 -0.8
H 1.369 0.881 2.713 -0.7 1.8 -0.3
H -0.794 4.219 4.848 0.1 2.5 0.6
H -1.398 2.516 5.197 1.6 1.9 -1.4
C 6.110 -0.870 0.950 1.5 -1.7 1.2
C 7.581 -0.833 1.443 -0.3 -0.2 -2.6
C 7.464 -1.387 2.755 0.9 2.4 4.7
S 6.350 -2.751 2.687 4.9 -2.4 -5.1
O 5.390 -2.661 3.643 -4.3 0.1 5.2
O 7.040 -3.996 2.326 0.1 1.1 1.8
C 5.685 -2.339 1.176 -2.3 0.6 -3.7
H 6.069 -0.351 0.073 -0.6 0.4 -3.1
H 5.412 -0.389 1.563 -0.4 1.6 1.5
H 8.074 0.129 1.465 -0.1 0.3 -0.2
H 8.241 -1.533 0.847 -0.9 0.8 0.0
H 7.401 -0.471 3.561 -1.0 -2.6 -1.6
H 8.372 -1.796 3.023 2.1 -1.2 0.9
H 4.570 -2.375 1.435 1.4 -0.2 -1.1
H 5.996 -3.044 0.299 -0.7 1.1 2.0
C -1.912 4.762 -1.708 -3.0 0.8 -1.0
C -1.162 3.811 -0.780 -1.9 4.7 2.1
C -0.374 3.065 -1.627 6.4 -5.4 -1.8
S -0.074 3.869 -3.207 -2.5 -1.8 -1.8
O -0.933 3.295 -4.222 0.5 -1.1 -0.2
O 1.318 4.018 -3.458 0.9 0.3 0.1
C -0.962 5.274 -2.806 0.3 0.7 1.1
H -2.469 5.665 -1.311 0.8 -1.2 0.2
H -2.766 4.111 -2.186 1.6 1.3 0.4
H -1.826 3.251 -0.198 -1.1 -0.8 0.9
H -0.548 4.395 -0.103 0.0 0.2 0.3
H -0.827 2.012 -1.807 1.2 1.6 -0.1
H 0.811 3.039 -1.224 -3.2 -0.7 -0.9
H -1.474 5.708 -3.662 0.3 -0.1 0.0
H -0.097 5.844 -2.481 -0.6 1.3 0.7
C -2.312 -2.030 -5.235 -3.0 -4.6 3.8
C -3.771 -1.666 -5.583 4.2 -1.2 -1.9
C -4.173 -0.682 -4.632 3.9 0.4 0.3
S -3.542 -1.243 -3.111 -1.8 -4.2 -0.8
O -4.274 -2.476 -2.760 0.4 1.9 0.2
O -3.336 -0.159 -2.250 0.1 2.2 2.5
C -2.057 -1.820 -3.763 1.3 -1.5 1.1
H -1.658 -1.544 -5.731 4.2 4.0 -3.6
H -2.008 -3.051 -5.416 -0.6 -0.5 -0.4
H -4.341 -2.473 -5.835 -2.0 -2.4 0.7
H -3.556 -1.362 -6.565 -0.5 1.7 -1.5
H -5.129 -0.620 -4.719 -6.2 1.2 0.5
H -3.628 0.197 -4.866 0.1 1.4 0.1
H -1.740 -2.738 -3.193 -0.8 0.7 -0.6
H -1.296 -1.137 -3.486 0.8 1.1 -0.2
```
Positions in Å, forces in eV/Å.


Record 3
ORCA calculation (ωB97M-V/def2-TZVPD) on C28H42F5N8Pd as an isolated structure in a non-equilibrium geometry.

Results
**Total charge**: +3
**LUMO (alpha / beta)**: -0.44586 / -0.44593 Ha
**Orbital gap (alpha / beta)**: 4.242 / 4.245 eV
**2S+1**: 1
**HOMO energy (alpha / beta)**: -16.374 / -16.380 eV
**Molecular weight**: 692.1 g/mol

The geometry in XYZ format:
```
84
Properties=species:S:1:pos:R:3:forces:R:3
Pd 0.250 -0.202 -0.462 2.8 0.0 0.6
C 1.636 -3.625 2.223 0.5 -0.4 0.5
N 0.493 -2.954 1.637 -0.7 1.1 0.3
C 0.372 -3.147 0.212 -0.2 0.0 -0.6
C -0.191 -1.988 2.274 0.7 -2.2 1.2
N -0.742 -1.012 1.531 -1.3 3.7 -0.4
C -1.750 -0.202 1.942 2.2 -3.1 -0.5
C -2.700 -0.582 2.915 -1.5 0.2 0.9
C -3.551 0.340 3.466 0.7 -1.9 -0.2
C -3.455 1.697 3.098 0.8 1.6 -1.4
C -2.670 2.064 2.036 -1.0 0.5 1.4
C -1.909 1.102 1.331 1.3 2.0 -3.0
N -1.330 1.358 0.136 -1.0 -2.0 3.0
C -1.741 2.308 -0.737 -0.1 1.8 -1.2
N -0.808 2.852 -1.540 -0.6 -0.5 0.8
C 0.590 2.832 -1.171 0.5 -0.1 0.3
C -1.059 3.229 -2.917 -0.2 0.3 -0.6
N -3.034 2.659 -0.877 0.8 -0.5 0.4
C -4.149 1.833 -0.477 -0.6 -0.4 0.2
C -3.440 3.963 -1.360 -0.1 0.6 -0.4
N -0.248 -2.002 3.633 -0.1 0.3 -1.3
C -0.351 -3.221 4.402 0.1 -0.7 0.5
C -0.228 -0.805 4.435 0.0 0.6 0.5
H 2.482 -3.534 1.538 -0.1 0.0 0.0
H 1.440 -4.688 2.374 0.0 0.1 0.0
H 1.920 -3.170 3.167 -0.1 0.0 0.0
H 0.577 -4.193 -0.016 0.0 0.0 0.0
H 1.126 -2.536 -0.331 -0.3 -0.2 0.2
H -0.641 -2.908 -0.129 0.3 -0.1 0.0
H -2.747 -1.611 3.230 0.1 -0.1 0.0
H -4.273 0.037 4.207 -0.1 -0.1 0.1
H -4.034 2.440 3.625 -0.1 0.1 0.0
H -2.632 3.093 1.712 0.0 0.1 0.0
H 0.698 2.813 -0.084 0.1 0.0 -0.2
H 1.069 3.740 -1.545 -0.1 -0.1 0.0
H 1.113 1.969 -1.631 -0.2 0.2 0.1
H -2.011 2.840 -3.263 0.0 0.0 0.0
H -0.270 2.802 -3.538 0.0 -0.1 0.1
H -1.040 4.310 -3.065 0.0 0.0 0.1
H -3.853 0.801 -0.297 0.0 0.0 -0.1
H -4.899 1.859 -1.268 0.1 -0.1 0.0
H -4.626 2.220 0.428 0.0 0.0 -0.1
H -2.611 4.662 -1.343 0.1 0.0 0.0
H -4.220 4.343 -0.698 0.0 0.0 0.1
H -3.863 3.910 -2.363 0.0 0.0 0.0
H -0.422 -4.097 3.767 0.0 0.0 0.0
H -1.249 -3.170 5.025 0.0 0.1 -0.1
H 0.491 -3.328 5.088 0.1 -0.1 -0.1
H 0.055 0.056 3.838 0.1 0.1 0.1
H 0.505 -0.941 5.234 0.0 0.1 -0.1
H -1.191 -0.610 4.914 0.0 -0.1 0.0
F 1.406 1.266 2.400 0.2 0.2 0.1
C 2.428 1.017 1.550 -0.6 -0.3 0.0
C 2.142 0.282 0.415 -1.3 0.2 -0.3
C 3.175 0.056 -0.478 -0.8 -0.6 -0.5
F 2.815 -0.650 -1.592 0.6 0.3 0.2
C 4.468 0.518 -0.275 -0.1 0.1 0.3
F 5.427 0.301 -1.155 -0.2 0.0 0.1
C 4.732 1.243 0.898 -0.3 -0.1 -0.1
F 5.946 1.693 1.128 -0.2 -0.1 0.0
C 3.709 1.494 1.820 0.0 -0.2 -0.3
F 3.951 2.178 2.924 0.0 -0.1 -0.1
C -2.998 -3.773 -4.564 -0.1 0.4 -0.2
C -2.535 -2.347 -4.867 -0.6 -0.6 -0.1
N -1.283 -2.028 -4.211 0.0 0.6 0.5
C -0.084 -2.584 -4.817 0.5 -0.2 0.2
C 0.533 -3.688 -3.959 0.0 0.1 -0.3
C -1.237 -1.340 -3.066 0.0 -0.1 -0.7
C -2.517 -1.037 -2.339 0.0 -0.1 0.0
N -0.144 -0.882 -2.526 0.4 0.0 0.3
H -3.968 -3.920 -5.026 -0.1 -0.2 0.0
H -3.097 -3.944 -3.494 0.0 0.0 0.1
H -2.311 -4.504 -4.978 0.1 -0.1 0.0
H -3.301 -1.631 -4.572 0.1 0.0 -0.1
H -2.382 -2.252 -5.945 -0.1 0.2 0.1
H 0.646 -1.792 -5.005 0.0 0.0 -0.1
H -0.362 -3.009 -5.781 0.0 0.2 0.0
H 0.911 -3.320 -3.009 0.0 0.1 0.1
H 1.364 -4.125 -4.504 0.1 -0.1 0.0
H -0.197 -4.469 -3.767 -0.1 -0.1 0.0
H -3.077 -0.253 -2.848 -0.1 0.0 0.0
H -2.266 -0.702 -1.327 -0.1 0.0 -0.2
H -3.147 -1.919 -2.275 -0.1 0.0 0.0
H 0.707 -1.059 -3.058 -0.2 -0.1 0.0
```
Positions in Å, forces in eV/Å.


Question: Which formula does entry 2 have?
Answer: C28H42F2O8S4